Below is a molecular structure, C19H15CoNO5S3, with properties calculated with wB97M-V/def2-TZVPD.

Last column: Löwdin charge in e.
Atoms and positions in Å:
Co (-0.15269, 0.24650, 0.49188)  0.398
S (-2.22213, -2.62313, 3.36351)  0.270
C (-1.39521, -1.63787, 2.28276)  -1.848
S (-0.58836, -0.17256, 2.77849)  0.401
S (-1.28338, -1.98486, 0.57910)  0.397
O (-0.03428, -0.25564, -1.95921)  -0.081
C (1.28258, -0.16238, -2.45414)  -0.316
C (2.28916, -0.05851, -1.26227)  -0.559
O (3.49889, -0.04586, -1.53025)  -0.003
O (1.75587, 0.05956, -0.11888)  -0.071
C (1.54987, -1.35124, -3.40563)  -0.106
C (0.50781, -1.71952, -4.25995)  -0.018
C (0.64844, -2.77461, -5.15049)  -0.095
C (1.84001, -3.49121, -5.20317)  -0.121
C (2.88195, -3.13206, -4.35859)  -0.095
C (2.74399, -2.06666, -3.46859)  -0.014
C (1.32370, 1.14957, -3.25260)  -0.107
C (0.16811, 1.91677, -3.39740)  -0.001
C (0.19579, 3.09320, -4.14543)  -0.087
C (1.37002, 3.51351, -4.75335)  -0.123
C (2.52428, 2.74972, -4.60454)  -0.099
C (2.50250, 1.57682, -3.86137)  -0.020
H (-0.16641, -1.11987, -1.54153)  0.037
H (-0.42580, -1.17068, -4.20828)  0.123
H (-0.17694, -3.04384, -5.80214)  0.093
H (1.95105, -4.32172, -5.89222)  0.086
H (3.81077, -3.69216, -4.38018)  0.091
H (3.55597, -1.77958, -2.81633)  0.100
H (-0.74779, 1.58730, -2.91754)  0.097
H (-0.70852, 3.68370, -4.24454)  0.094
H (1.38807, 4.42477, -5.34137)  0.085
H (3.45007, 3.07432, -5.06610)  0.089
H (3.40243, 0.98865, -3.72621)  0.112
O (0.09367, 2.84617, 1.14174)  0.007
C (-0.93730, 2.85590, 0.48057)  -0.529
C (-1.80061, 4.08598, 0.23586)  -0.101
C (-2.98608, 3.51405, -0.53344)  -0.104
C (-2.52976, 2.09604, -0.91021)  -0.509
O (-3.10261, 1.41918, -1.74688)  0.023
N (-1.42248, 1.75593, -0.17251)  0.077
H (-1.21931, 4.79128, -0.35727)  0.110
H (-2.04616, 4.56450, 1.18285)  0.107
H (-3.27181, 4.06491, -1.42774)  0.101
H (-3.87047, 3.40405, 0.09572)  0.111

Charge: -2
2S+1: 4
LUMO energy (alpha / beta), hartree: 0.170 / 0.170
E, eV: -101812.03751
HOMO (alpha / beta), hartree: -0.0422 / -0.0548

Below is a molecular structure, C19H15CrF5NOS4Te, with properties calculated with wB97M-V/def2-TZVPD.

Last column: Löwdin charge in e.
Atoms and positions in Å:
Cr (-0.08843, -0.19912, 0.09136)  0.156
S (1.37027, -0.48422, 1.86376)  0.757
C (0.73427, 0.64858, 3.01446)  -0.641
C (1.56437, 1.19638, 3.99866)  -0.094
C (1.05937, 2.07878, 4.92856)  -0.074
C (-0.28603, 2.42668, 4.92556)  -0.082
C (-1.12753, 1.88538, 3.97146)  -0.102
C (-0.61213, 1.01758, 3.02126)  -0.516
S (-1.70093, 0.38248, 1.75776)  1.006
C (-1.98523, 1.96878, 0.87476)  -0.330
C (-2.18593, 1.70388, -0.58034)  -0.314
C (-2.92033, 2.60378, -1.33684)  0.016
C (-3.14003, 2.34358, -2.67844)  0.001
C (-2.66353, 1.14638, -3.19534)  0.009
C (-1.93233, 0.29568, -2.38304)  -0.298
C (-1.45963, -1.02682, -2.91464)  -0.270
S (0.60177, -2.64532, -3.13004)  1.076
C (1.36807, -3.16912, -1.62214)  -0.526
C (2.64707, -3.70092, -1.75684)  -0.102
C (3.32137, -4.20352, -0.66014)  -0.070
C (2.73787, -4.13882, 0.59576)  -0.066
C (1.48347, -3.58102, 0.74316)  -0.150
C (0.77997, -3.10292, -0.35724)  -0.643
S (-0.81033, -2.39802, -0.08674)  0.727
N (-1.64973, 0.58858, -1.09964)  -0.046
H (2.60607, 0.91918, 3.99796)  0.106
H (1.72127, 2.50008, 5.66926)  0.107
H (-0.67143, 3.11218, 5.66466)  0.103
H (-2.17603, 2.14318, 3.94586)  0.108
H (-1.09763, 2.58388, 1.03996)  0.103
H (-2.85533, 2.46878, 1.30356)  0.098
H (-3.28623, 3.49968, -0.86464)  0.127
H (-3.68243, 3.04068, -3.29304)  0.121
H (-2.85833, 0.86388, -4.21784)  0.126
H (-1.73453, -1.11512, -3.96974)  0.130
H (-1.94063, -1.83382, -2.34264)  0.085
H (3.11307, -3.70402, -2.73064)  0.105
H (4.30737, -4.62262, -0.78744)  0.106
H (3.25097, -4.51732, 1.46536)  0.107
H (1.02437, -3.50542, 1.71616)  0.094
F (0.64597, 1.84918, -0.16224)  -0.501
Te (0.96727, 1.14098, -2.23214)  2.079
F (2.09927, 0.37558, -3.62894)  -0.460
F (1.13507, 2.98718, -3.05984)  -0.538
F (1.70437, -0.43272, -1.08974)  -0.491
F (2.67857, 1.73218, -1.63854)  -0.422
O (-0.05663, -1.12212, -2.77054)  -0.715

Charge: 0
2S+1: 2
LUMO energy (alpha / beta), hartree: -0.061 / -0.049
E, eV: -116127.92731
HOMO (alpha / beta), hartree: -0.2886 / -0.2936

Below is a molecular structure, C19H15N2S6Sr, with properties calculated with wB97M-V/def2-TZVPD.

Last column: Löwdin charge in e.
Atoms and positions in Å:
Sr (0.72837, 1.71937, -0.63677)  0.886
S (-1.76485, 8.72088, 1.99380)  0.403
C (-1.25368, 7.24890, 1.41972)  -1.556
S (-2.26886, 5.87322, 1.25412)  0.846
C (-1.09794, 4.74283, 0.59517)  -1.206
C (0.14960, 5.23730, 0.41682)  -1.214
S (1.57269, 4.43950, -0.19183)  0.309
S (0.34546, 6.92065, 0.88625)  0.855
S (-1.69505, 3.14369, 0.22388)  0.338
C (0.39085, -0.14987, 2.38190)  -0.024
C (1.39487, -0.98674, 1.63719)  -0.329
C (1.70439, -2.29879, 2.05499)  -0.027
C (2.63054, -3.00848, 1.35210)  -0.016
C (3.30534, -2.42210, 0.26097)  -0.172
C (4.31333, -3.10983, -0.44823)  -0.071
C (4.97105, -2.45462, -1.45204)  -0.099
C (4.66036, -1.12515, -1.76746)  -0.143
C (3.67340, -0.39715, -1.12068)  -0.674
S (3.43574, 1.28801, -1.54434)  0.408
C (2.95905, -1.09024, -0.08256)  -0.236
N (1.97351, -0.43744, 0.59410)  0.052
H (0.00762, -0.67536, 3.25614)  0.080
H (-0.46756, 0.10593, 1.75478)  0.039
H (0.84802, 0.78555, 2.70358)  0.094
H (1.20172, -2.72172, 2.91411)  0.105
H (2.88151, -4.02418, 1.63588)  0.113
H (4.55559, -4.12916, -0.17639)  0.099
H (5.75548, -2.95791, -2.00381)  0.097
H (5.21666, -0.61904, -2.54585)  0.088
C (-5.11391, -2.55161, -1.22703)  -0.047
C (-3.96823, -1.58761, -1.12259)  -0.269
C (-3.68271, -0.91397, 0.05449)  -0.013
C (-2.60440, -0.04103, 0.10418)  -0.182
N (-1.80785, 0.18382, -0.93297)  -0.010
C (-2.09685, -0.44232, -2.07613)  -0.133
C (-3.14653, -1.32558, -2.21798)  -0.030
H (-5.70464, -2.56305, -0.31303)  0.074
H (-4.74519, -3.56207, -1.40942)  0.084
H (-5.76969, -2.28631, -2.05742)  0.083
H (-4.30094, -1.04998, 0.93184)  0.112
H (-2.40006, 0.53743, 0.99842)  0.062
H (-1.45930, -0.21553, -2.92436)  0.111
H (-3.32691, -1.80024, -3.17353)  0.113

Energy above the lowest of the compared OMol25 structures with the same formula, charge and spin, kcal/mol: 4.92
Charge: -1
2S+1: 1
LUMO energy, hartree: 0.072
E, eV: -88779.75674
HOMO, hartree: -0.1259

Repeat the first record exactly.
Below is a molecular structure, C19H15CoNO5S3, with properties calculated with wB97M-V/def2-TZVPD.

Last column: Löwdin charge in e.
Atoms and positions in Å:
Co (-0.15269, 0.24650, 0.49188)  0.398
S (-2.22213, -2.62313, 3.36351)  0.270
C (-1.39521, -1.63787, 2.28276)  -1.848
S (-0.58836, -0.17256, 2.77849)  0.401
S (-1.28338, -1.98486, 0.57910)  0.397
O (-0.03428, -0.25564, -1.95921)  -0.081
C (1.28258, -0.16238, -2.45414)  -0.316
C (2.28916, -0.05851, -1.26227)  -0.559
O (3.49889, -0.04586, -1.53025)  -0.003
O (1.75587, 0.05956, -0.11888)  -0.071
C (1.54987, -1.35124, -3.40563)  -0.106
C (0.50781, -1.71952, -4.25995)  -0.018
C (0.64844, -2.77461, -5.15049)  -0.095
C (1.84001, -3.49121, -5.20317)  -0.121
C (2.88195, -3.13206, -4.35859)  -0.095
C (2.74399, -2.06666, -3.46859)  -0.014
C (1.32370, 1.14957, -3.25260)  -0.107
C (0.16811, 1.91677, -3.39740)  -0.001
C (0.19579, 3.09320, -4.14543)  -0.087
C (1.37002, 3.51351, -4.75335)  -0.123
C (2.52428, 2.74972, -4.60454)  -0.099
C (2.50250, 1.57682, -3.86137)  -0.020
H (-0.16641, -1.11987, -1.54153)  0.037
H (-0.42580, -1.17068, -4.20828)  0.123
H (-0.17694, -3.04384, -5.80214)  0.093
H (1.95105, -4.32172, -5.89222)  0.086
H (3.81077, -3.69216, -4.38018)  0.091
H (3.55597, -1.77958, -2.81633)  0.100
H (-0.74779, 1.58730, -2.91754)  0.097
H (-0.70852, 3.68370, -4.24454)  0.094
H (1.38807, 4.42477, -5.34137)  0.085
H (3.45007, 3.07432, -5.06610)  0.089
H (3.40243, 0.98865, -3.72621)  0.112
O (0.09367, 2.84617, 1.14174)  0.007
C (-0.93730, 2.85590, 0.48057)  -0.529
C (-1.80061, 4.08598, 0.23586)  -0.101
C (-2.98608, 3.51405, -0.53344)  -0.104
C (-2.52976, 2.09604, -0.91021)  -0.509
O (-3.10261, 1.41918, -1.74688)  0.023
N (-1.42248, 1.75593, -0.17251)  0.077
H (-1.21931, 4.79128, -0.35727)  0.110
H (-2.04616, 4.56450, 1.18285)  0.107
H (-3.27181, 4.06491, -1.42774)  0.101
H (-3.87047, 3.40405, 0.09572)  0.111

Charge: -2
2S+1: 4
LUMO energy (alpha / beta), hartree: 0.170 / 0.170
E, eV: -101812.03751
HOMO (alpha / beta), hartree: -0.0422 / -0.0548

Which value of E does entry 3 give?
-88779.75674 eV

Copy entry 1 word for word.
Below is a molecular structure, C19H15CoNO5S3, with properties calculated with wB97M-V/def2-TZVPD.

Last column: Löwdin charge in e.
Atoms and positions in Å:
Co (-0.15269, 0.24650, 0.49188)  0.398
S (-2.22213, -2.62313, 3.36351)  0.270
C (-1.39521, -1.63787, 2.28276)  -1.848
S (-0.58836, -0.17256, 2.77849)  0.401
S (-1.28338, -1.98486, 0.57910)  0.397
O (-0.03428, -0.25564, -1.95921)  -0.081
C (1.28258, -0.16238, -2.45414)  -0.316
C (2.28916, -0.05851, -1.26227)  -0.559
O (3.49889, -0.04586, -1.53025)  -0.003
O (1.75587, 0.05956, -0.11888)  -0.071
C (1.54987, -1.35124, -3.40563)  -0.106
C (0.50781, -1.71952, -4.25995)  -0.018
C (0.64844, -2.77461, -5.15049)  -0.095
C (1.84001, -3.49121, -5.20317)  -0.121
C (2.88195, -3.13206, -4.35859)  -0.095
C (2.74399, -2.06666, -3.46859)  -0.014
C (1.32370, 1.14957, -3.25260)  -0.107
C (0.16811, 1.91677, -3.39740)  -0.001
C (0.19579, 3.09320, -4.14543)  -0.087
C (1.37002, 3.51351, -4.75335)  -0.123
C (2.52428, 2.74972, -4.60454)  -0.099
C (2.50250, 1.57682, -3.86137)  -0.020
H (-0.16641, -1.11987, -1.54153)  0.037
H (-0.42580, -1.17068, -4.20828)  0.123
H (-0.17694, -3.04384, -5.80214)  0.093
H (1.95105, -4.32172, -5.89222)  0.086
H (3.81077, -3.69216, -4.38018)  0.091
H (3.55597, -1.77958, -2.81633)  0.100
H (-0.74779, 1.58730, -2.91754)  0.097
H (-0.70852, 3.68370, -4.24454)  0.094
H (1.38807, 4.42477, -5.34137)  0.085
H (3.45007, 3.07432, -5.06610)  0.089
H (3.40243, 0.98865, -3.72621)  0.112
O (0.09367, 2.84617, 1.14174)  0.007
C (-0.93730, 2.85590, 0.48057)  -0.529
C (-1.80061, 4.08598, 0.23586)  -0.101
C (-2.98608, 3.51405, -0.53344)  -0.104
C (-2.52976, 2.09604, -0.91021)  -0.509
O (-3.10261, 1.41918, -1.74688)  0.023
N (-1.42248, 1.75593, -0.17251)  0.077
H (-1.21931, 4.79128, -0.35727)  0.110
H (-2.04616, 4.56450, 1.18285)  0.107
H (-3.27181, 4.06491, -1.42774)  0.101
H (-3.87047, 3.40405, 0.09572)  0.111

Charge: -2
2S+1: 4
LUMO energy (alpha / beta), hartree: 0.170 / 0.170
E, eV: -101812.03751
HOMO (alpha / beta), hartree: -0.0422 / -0.0548

charge of number 1 (C19H15CoNO5S3)?
-2